The following is a DFT calculation (ωB97M-V/def2-TZVPD) of 2 unconnected molecules or ions with the total composition C8H12N2O at a distorted geometry.

Summary:
energy above the lowest of the compared OMol25 structures with the same formula, charge and spin	119.79	kcal/mol
LUMO	0.7	eV
multiplicity	1
SMILES string	C#CC1COC1.C=N/N=C\C

Last column: Mulliken charge in e.
Atoms and positions in Å:
C -1.259 0.418 -0.727  0.43
C -0.458 0.017 -1.514  -1.29
C 0.528 -0.501 -2.475  0.13
C 0.262 -1.867 -3.132  -0.50
O 1.583 -2.325 -2.800  -0.40
C 1.785 -1.204 -1.926  -0.32
H -1.944 0.745 -0.031  0.67
H 0.779 0.275 -3.219  0.30
H -0.505 -2.449 -2.623  0.30
H 0.088 -1.864 -4.222  0.25
H 2.750 -0.713 -2.107  0.27
H 1.704 -1.482 -0.866  0.16
C -1.810 2.761 1.840  -0.40
N -0.841 1.952 2.019  -0.29
N -1.212 0.908 2.894  -0.41
C -0.274 0.071 3.106  0.06
C 1.124 0.057 2.569  -0.77
H -1.655 3.584 1.217  0.31
H -2.786 2.623 2.310  0.36
H -0.552 -0.738 3.777  0.35
H 1.303 0.905 1.896  0.31
H 1.304 -0.885 2.021  0.18
H 1.841 0.073 3.406  0.31

The following is a DFT calculation (ωB97M-V/def2-TZVPD) of a gas-phase ion, C5H12N5O3 (charge +1) at a distorted geometry.

Summary:
net charge	+1
energy above the lowest of the compared OMol25 structures with the same formula, charge and spin	29.88	kcal/mol
LUMO	-4.0	eV
multiplicity	1
SMILES string	NC(=O)CCN/C(N)=[NH+]/CON=O

Last column: Mulliken charge in e.
Atoms and positions in Å:
N -1.620 1.821 -2.332  -0.54
C -1.515 0.783 -1.406  0.52
O -2.252 0.691 -0.447  -0.52
C -0.394 -0.234 -1.640  -0.59
C -0.711 -1.541 -0.929  -0.85
N 0.394 -2.033 -0.061  -0.36
C 0.639 -1.173 1.027  0.22
N -0.275 -0.939 1.925  -0.21
N 1.880 -0.656 1.167  -0.14
C 2.090 0.823 1.231  -0.44
O 1.349 1.419 2.240  -0.33
N 0.183 2.067 1.662  0.41
O -0.347 2.710 2.443  -0.32
H -0.879 1.775 -3.018  0.25
H -2.504 1.810 -2.825  0.29
H -0.318 -0.410 -2.707  0.39
H 0.564 0.182 -1.341  0.42
H -0.882 -2.314 -1.668  0.45
H -1.639 -1.443 -0.375  0.44
H 0.062 -2.907 0.338  0.32
H -0.036 -0.522 2.812  0.29
H -1.244 -1.163 1.769  0.23
H 2.433 -1.024 0.398  0.34
H 1.886 1.303 0.278  0.39
H 3.136 0.975 1.462  0.34

The following is a DFT calculation (ωB97M-V/def2-TZVPD) of a single C25H28N2O4 molecule.

Summary:
energy above the lowest of the compared OMol25 structures with the same formula, charge and spin	13.10	kcal/mol
LUMO	0.5	eV
multiplicity	1
SMILES string	CCOc1cc([C@H]2Nc3ccccc3NC3=C2C(=O)CC(C)(C)C3)ccc1OC(C)=O

Last column: Mulliken charge in e.
Atoms and positions in Å:
C -4.328 -0.469 -2.737  -0.80
C -4.211 -1.836 -2.071  -0.54
O -4.045 -1.734 -0.670  -0.57
C -2.904 -1.196 -0.169  0.86
C -1.697 -1.077 -0.843  -0.30
C -0.564 -0.574 -0.214  -0.10
C 0.690 -0.382 -1.049  -0.55
N 0.636 0.919 -1.716  -0.18
C 0.423 2.072 -0.980  1.08
C -0.525 2.999 -1.417  -0.73
C -0.719 4.204 -0.777  -0.83
C 0.035 4.513 0.343  -0.71
C 0.978 3.612 0.791  -0.83
C 1.192 2.391 0.149  0.29
N 2.217 1.601 0.663  0.16
C 2.598 0.311 0.475  0.83
C 1.958 -0.623 -0.280  -0.46
C 2.462 -1.981 -0.403  0.53
O 1.901 -2.826 -1.083  -0.71
C 3.712 -2.339 0.376  -1.22
C 4.654 -1.156 0.580  1.90
C 5.209 -0.679 -0.763  -1.82
C 5.814 -1.560 1.492  -2.10
C 3.842 -0.041 1.247  -2.00
C -0.637 -0.186 1.114  -0.28
C -1.836 -0.279 1.799  -1.23
C -2.961 -0.768 1.166  0.77
O -4.155 -0.874 1.874  -0.50
C -5.228 -0.213 1.405  0.80
C -6.458 -0.603 2.179  -1.20
O -5.197 0.581 0.505  -0.55
H -5.074 0.123 -2.212  0.24
H -3.383 0.066 -2.696  0.16
H -4.625 -0.588 -3.776  0.41
H -5.146 -2.390 -2.185  0.40
H -3.402 -2.429 -2.517  0.33
H -1.617 -1.401 -1.869  0.47
H 0.683 -1.138 -1.844  0.76
H 0.007 0.883 -2.510  0.41
H -1.114 2.755 -2.291  0.30
H -1.459 4.897 -1.146  0.40
H -0.107 5.448 0.861  0.39
H 1.577 3.853 1.659  0.37
H 2.772 2.101 1.346  0.32
H 3.382 -2.719 1.348  0.37
H 4.211 -3.159 -0.142  0.45
H 4.404 -0.379 -1.428  0.36
H 5.877 0.169 -0.621  0.42
H 5.769 -1.478 -1.242  0.45
H 6.482 -0.718 1.660  0.43
H 6.388 -2.364 1.038  0.43
H 5.449 -1.906 2.457  0.42
H 3.549 -0.369 2.251  0.26
H 4.470 0.847 1.360  0.67
H 0.234 0.188 1.626  0.35
H -1.912 0.032 2.829  0.47
H -6.199 -0.832 3.208  0.34
H -7.192 0.195 2.132  0.35
H -6.878 -1.497 1.720  0.25

| no. | orbital gap (eV) |
| --- | --- |
| 1 | 10.05 |
| 2 | 9.65 |
| 3 | 8.11 |